#a
Computed, not measured: a cluster of 12 separate species, C51H131N5O17 in total, with ωB97M-V/def2-TZVPD.

The geometry in ORCA input format:
```
! wB97M-V def2-TZVPD RIJCOSX def2/J DEFGRID3
* xyz 0 1
H -25.1121 5.4954 2.7689
H -16.0018 -4.1400 0.6885
C -16.8020 -4.1074 -7.2308
H -23.7854 -2.5550 -14.4489
H -10.1818 -1.6442 -2.9698
H -8.1220 -2.6037 -10.6245
H -27.5024 -5.8383 -7.1136
H -18.3336 0.1071 -6.9001
H -28.4424 -12.8766 -10.7033
H -23.1480 -4.6364 -12.2566
C -20.9786 -6.3356 5.3975
H -13.2893 5.0562 -12.9866
H -23.5193 6.1593 2.9269
H -19.2382 -1.2037 -6.0104
H -10.5424 1.3744 -3.1319
C -18.2706 -0.8270 -6.3419
C -16.4577 -5.0698 1.0286
C -27.3549 2.5593 4.0227
H -21.5596 -0.6033 -3.6057
H -26.5476 4.4100 -4.7646
O -19.5580 -0.4197 -3.0626
H -25.2010 -3.0744 -12.0986
H -11.5563 -0.7645 -2.3068
C -10.5056 -0.6778 -2.5835
H -28.8446 -9.0105 -7.5133
H -26.1154 6.8371 -7.2654
H -15.4959 6.6170 0.7061
H -13.0288 -10.9439 -18.9089
H -17.3601 -5.5729 -1.4596
C -27.7561 -9.0152 -7.5690
H -20.8218 -4.4631 7.5934
H -17.8273 -1.3861 -4.5941
H -11.8341 -0.0883 -4.5674
H -12.5613 -9.2197 -22.7015
H -14.7866 -12.6050 -20.4283
O -23.5396 4.1774 3.4570
H -27.7172 2.4039 5.0389
C -27.8452 5.0195 -7.0596
H -9.9965 -0.5619 -1.6267
H -29.0472 -6.7454 -7.3195
C -10.0233 -2.8166 -11.6465
H -27.5671 -8.9907 -9.6982
H -27.9003 0.0760 0.6822
H -28.0713 -13.5617 -9.0534
O -13.6801 8.4064 1.6847
H -26.6758 5.9843 -3.9384
O -27.5612 1.7831 1.7461
H -16.3183 -6.8642 -1.8004
C -20.0498 -2.7794 6.2871
C -23.9503 4.0065 4.8170
O -12.0782 -10.7779 -21.3366
H -19.9184 -6.5885 5.4045
C -30.4472 -14.5967 -10.2023
H -23.0066 -5.9002 1.8082
H -23.8933 5.0784 1.6301
C -28.7461 -12.9574 -9.6596
C -20.3346 -4.2474 6.6425
H -28.1154 -6.4961 -8.7254
H -31.4812 -14.9128 -10.0641
H -22.5874 -7.5940 1.6742
H -15.1014 4.4629 -15.4010
C -17.5783 -1.8552 -7.2712
H -19.1966 1.6243 -3.3981
H -15.4184 5.8703 -14.4864
C -17.7323 0.6533 -4.4078
H -16.9917 -11.2745 -16.9227
C -11.7654 -9.9252 -22.4632
H -27.2548 4.1043 -7.0177
O -24.4436 -3.0789 -13.9863
C -22.1664 -6.5939 1.7782
H -10.4069 -3.5267 -10.9138
O -16.5145 -7.3588 0.4264
H -20.9443 -2.3324 5.8534
H -25.7354 3.5820 5.9220
C -27.1608 5.3021 -4.6366
C -14.6203 5.1661 -14.7212
C -27.1722 -9.6015 -8.8864
N -17.4932 -0.6184 -5.1590
C -18.5834 -1.5821 4.7854
H -30.1842 -14.5640 -11.2596
C -10.6292 -3.1836 -13.0354
O -27.1998 -7.7763 -7.2418
H -21.6592 -6.4762 0.8206
H -19.9768 0.7768 -4.6547
C -8.4552 -3.0010 -11.5832
H -16.7178 -11.4678 -15.2214
H -15.8238 -5.0782 -1.8848
H -22.7782 -6.3287 4.3666
H -25.4252 2.7678 3.2267
C -28.7054 -11.4622 -9.1596
H -25.9705 4.6855 4.5518
C -21.8263 -6.8309 4.1942
H -7.9895 -2.3233 -12.2988
H -29.2100 -10.9331 -9.9680
H -21.0891 -1.2086 -2.0025
H -16.1853 -5.1873 2.0775
H -16.5063 -1.6606 -7.3032
H -13.8108 5.6156 -15.2965
H -29.2217 -11.3770 -8.2034
H -23.7847 -1.0715 -11.4137
O -18.8529 -2.8149 5.4441
N -27.3047 -11.0596 -9.0551
C -27.7767 1.4078 3.0936
N -21.0952 -4.8473 5.4969
H -27.7942 3.5010 3.6934
H -15.6220 4.8531 -12.1057
C -15.9372 -6.1587 0.0627
C -24.2914 -2.7967 -12.6312
H -17.9794 -1.9605 -8.2792
O -10.8962 0.0274 -4.7367
H -17.0584 0.6490 -3.5511
H -27.7845 5.4388 -8.0640
C -16.5358 -10.7928 -16.0577
H -15.9625 -11.2372 -18.7579
H -17.4831 1.5800 -4.9247
O -30.1150 -13.3641 -9.5074
H -28.0306 4.9596 -4.0761
H -17.5471 -5.0341 1.0202
H -26.8401 -11.2395 -9.9337
H -8.0950 0.9859 -3.0065
C -19.1979 0.6575 -3.9016
H -15.8219 -3.8019 -6.8643
H -25.2772 -0.8759 -12.4019
H -17.4324 -7.3293 0.1468
H -27.2071 0.4910 3.2462
H -13.1913 -13.0870 -20.0821
H -23.6489 -0.7976 -13.1416
C -24.0553 5.2387 2.6961
O -10.3262 -1.4617 -11.3164
N -13.8782 -11.4902 -18.9241
H -29.2852 0.9781 0.9382
C -15.0149 -9.6954 -17.5528
C -23.0929 -3.5532 -12.1478
H -8.6031 1.4557 -4.5640
H -21.4328 -6.7773 6.2845
H -15.1892 -9.9805 -19.6374
H -11.6915 -2.9417 -13.0683
C -25.4626 3.7806 4.8855
C -14.9420 8.1728 3.6610
O -17.7451 -3.1276 -6.7009
H -13.3606 9.2287 2.0631
H -15.6879 8.7648 1.6416
C -15.0967 3.9803 -12.4933
H -28.0177 1.5169 -0.2277
H -28.8535 1.2862 3.2108
H -26.1049 -9.3807 -8.8734
H -14.0738 -9.1456 -17.5467
C -24.2614 -1.2700 -12.3736
H -22.1982 -3.3032 -12.7180
H -10.4661 -1.4058 -10.3684
C -15.2711 6.6196 1.7726
H -28.8907 4.7114 -7.0693
O -13.3776 3.2833 -14.0276
H -19.8637 -2.3084 7.2523
C -15.0186 8.0644 2.1411
C -10.2070 0.4250 -3.5492
C -13.8050 -12.1931 -20.1940
O -26.1038 6.4731 -6.3771
H -8.1730 -0.2415 -4.2114
H -28.1043 6.7658 -5.8466
C -28.0139 -6.6379 -7.6494
H -18.7238 -0.7932 5.5244
H -21.9582 -7.9128 4.2033
H -22.8451 -3.3088 -11.1149
H -21.2598 0.5574 -2.2696
H -10.5358 -4.2382 -13.2948
H -14.6451 3.5635 -11.5930
H -13.3807 -11.9494 -22.2569
H -10.8096 -9.4326 -22.2842
N -25.9111 2.6372 4.1025
H -15.7557 -8.9014 -17.6464
H -14.7362 9.1959 3.9757
H -14.8542 -6.2323 0.1615
H -23.6560 4.9346 5.3070
H -10.2856 -2.5210 -13.8296
H -27.3965 -9.6818 -6.7852
C -15.0554 -10.6330 -18.7746
H -16.0520 6.1566 2.3758
H -15.8601 7.8505 4.1523
H -16.8078 -4.0980 -8.3207
C -28.2178 1.1154 0.7657
H -15.7854 3.2174 -12.8562
H -14.1302 7.5801 4.0826
C -14.0068 4.4373 -13.5252
H -19.3776 -4.7690 6.6342
H -23.5087 3.1784 5.3714
H -14.3877 5.9818 1.8034
O -15.2283 -10.3051 -16.2989
C -16.3210 -5.8781 -1.3360
H -17.2050 -9.9605 -15.8399
H -14.0367 -10.4377 -21.6007
H -19.2331 -1.3698 3.9364
H -20.7898 -4.3486 4.6734
H -29.7308 -15.3700 -9.9253
H -17.0132 -5.1357 -6.9375
C -8.6984 0.6409 -3.8462
C -13.3920 -11.2906 -21.3886
H -17.5235 -1.3769 4.6352
C -27.3540 5.9824 -5.9537
H -11.7113 -10.5056 -23.3842
H -13.1206 2.6797 -13.3267
H -8.2214 -4.0539 -11.7407
O -21.2952 -6.4615 2.9811
C -20.9669 -0.3932 -2.7154
*
```

Results
Structure (SMILES)   COCCNCCOC.COCCNCCOC.COCCNCCOC.COCCNCCOC.COCCNCCOC.CC(C)O.CC(C)O.CC(C)O.CC(C)O.CC(C)O.CC(C)O.CC(C)O
HOMO-LUMO gap   8.87 eV
HOMO energy   -8.44 eV

---

#b
Computed, not measured: a cluster of 12 separate species, C51H131N5O17 in total, with ωB97M-V/def2-TZVPD.

The geometry in ORCA input format:
```
! wB97M-V def2-TZVPD RIJCOSX def2/J DEFGRID3
* xyz 0 1
H -4.8742 6.5966 1.4695
H 3.1659 -1.2085 -6.3437
H -5.2619 0.9651 2.5103
H 5.8872 0.8252 0.7968
H -1.8218 5.1010 7.0171
H 1.5146 3.8038 -3.5925
H -7.0765 -0.0589 4.6946
C 0.4415 1.2468 7.4814
H -3.0257 -8.7947 -1.5936
H 1.4567 1.3752 -0.0927
C 0.3986 -0.0503 -2.1150
H 0.0963 0.7120 -2.8330
H 8.1339 1.7079 9.8866
H 4.1353 6.5336 3.0945
H -2.3791 -2.5999 -12.3841
H -3.7153 4.3031 -0.1461
O -2.0265 -0.6243 -13.0330
H -0.2539 1.9452 7.9469
C 2.9111 5.0687 4.7030
H 2.1828 5.7184 5.1883
C -3.1893 -4.5868 -2.8291
C 1.3522 0.3492 9.4141
H -6.2791 3.5867 0.7056
H 1.9149 -3.3891 6.2986
C -3.8725 -9.4506 0.1333
C 0.0665 -5.4678 -5.5209
C -4.3637 -6.7678 -2.3585
H 2.0108 0.0826 -5.8183
H -3.7782 -4.3858 -3.7240
H -8.6289 1.3405 4.0549
C -0.6627 1.4026 2.0256
H 0.6457 1.7849 6.5557
H -2.3734 1.0450 -11.9427
H 0.2681 1.1036 2.5076
O -0.1023 4.0725 4.2616
C 4.0776 -0.1834 -4.7521
H 5.1420 -0.0876 -1.3889
C -0.3476 2.2898 0.7053
O -1.6378 -10.2717 -0.2320
H 0.6344 -0.4411 9.1944
C 3.5993 3.7747 2.5809
H -0.8683 2.4281 -9.4396
H 7.1112 2.4831 8.8845
H -6.2316 6.0476 2.4089
H -1.3045 0.4730 -0.8187
H 0.1720 -11.0447 -0.2679
O 4.7580 -0.9881 0.5915
C -1.0334 1.3733 -9.6593
H 0.1176 -2.9065 -3.8055
H -4.8122 -0.3920 3.7076
H 2.3540 2.9558 -6.5151
C 2.8742 5.0722 3.1586
H 0.5399 5.9930 -4.7821
C -4.8195 4.3460 1.8347
H -0.7366 3.5026 3.8206
H 4.7096 -0.7577 11.2983
H 0.4227 0.0339 -12.4082
H -0.9305 -12.0740 0.5488
H 4.0040 0.9659 9.4182
H 0.8566 0.7710 -10.0977
H 5.9211 -0.2671 -5.3224
H -3.2396 -11.5009 -0.3930
C 1.3173 3.2926 -6.5214
O 0.1131 -1.4237 -2.4043
H -3.6456 -4.0707 -1.9844
H 6.5845 0.7135 11.8948
C -4.6241 -7.4892 -1.1040
H 3.0587 2.9312 3.0103
O -5.8170 3.3639 1.5170
O 1.6306 1.0090 8.1527
H -5.8354 2.2984 4.0083
H 3.4317 -0.3185 -1.0492
H 3.2411 0.3287 6.6276
H -1.4421 5.9102 3.3504
H 5.2364 -0.3864 4.9917
C -0.8315 -11.4625 -0.3480
H -2.7340 -5.9315 -6.7201
H 4.4147 0.5339 12.3333
C -0.6547 -5.1335 -6.8348
H 0.0172 5.8288 5.2547
H -6.2578 5.6604 0.7882
H 5.8008 2.0825 11.2616
H -2.5850 -4.6259 -7.6661
H -1.7973 0.1728 -6.0331
H 0.7630 1.0664 9.9856
N -3.9495 -8.7696 -1.1860
H -0.4285 4.2018 -5.6942
H -0.9658 -12.1190 -1.2077
H 1.0573 -5.8999 -5.6610
H 2.3408 0.1929 5.2198
H -1.7077 1.3315 -13.4961
C 7.4077 1.4594 9.1127
O -6.1073 1.7428 4.7424
C 5.0327 0.2647 1.1760
H 3.4748 1.7664 -4.0750
H -3.2378 1.2770 -5.8022
H -5.6680 -7.6766 -0.8523
C -2.8980 -10.6488 0.1947
H 4.7465 1.8274 -5.3881
H -1.9761 3.6325 6.1373
C 5.9572 1.0230 11.0589
C -2.2130 1.1726 -6.1586
O 3.3552 6.2647 2.6039
H -2.5585 0.6360 3.5341
C -7.9352 1.1781 3.2300
H -4.5569 4.2047 2.8831
H -1.2437 1.2825 4.5393
C -1.9769 5.5600 4.2332
H -2.7964 -11.0736 1.1933
H -0.1642 0.8660 -7.6705
C -3.6540 4.1267 0.9278
O -0.1342 -3.8024 -7.2536
H 3.9636 5.1244 4.9810
H 5.4728 1.2083 2.9169
H -2.6587 -1.2874 -11.2955
H -2.6079 4.6714 4.2140
C -1.0947 0.7523 -8.2268
N 3.5594 0.8212 10.3134
C -5.5635 0.0850 3.0782
C -1.2655 4.4269 6.3657
C -1.5997 0.6884 -12.6227
C 4.3461 1.2924 -4.5270
H -2.2562 -4.0530 -3.0091
C 3.2579 -0.1889 5.6685
H 2.6714 4.0694 5.0666
O 6.4399 0.6659 9.7502
H -0.0443 -0.4411 -0.0439
H 1.2707 3.7988 -7.4856
C -0.7600 5.0836 5.0849
N 0.4806 1.5541 -0.2807
H 4.5505 1.2538 4.8240
H -8.1846 0.3477 2.5694
H -2.0924 1.3433 -9.9154
H 3.8380 -1.0561 3.1150
C 4.4316 -0.6857 -0.8182
H -0.4463 3.9234 6.8789
H -1.0799 -1.6835 -11.5093
H 0.0870 -4.6126 -4.8454
H -0.0273 0.2903 7.2501
H -4.8255 -9.8321 0.5000
H 3.5074 0.2704 -6.7918
O 0.9628 5.4788 -5.4737
H -3.1940 3.1389 0.9006
C -0.2297 0.8030 -11.9950
H 1.9968 -1.9491 7.3542
H -2.3777 6.4734 4.6727
H 3.5118 -0.6668 -3.9557
C -1.9970 -1.6208 -12.0950
C 3.0559 -0.2089 -5.9232
H -5.2267 -6.1937 -2.6957
H -2.5177 -4.4353 -5.9084
H -1.2527 0.5456 1.7006
N -0.0382 0.6372 -10.5464
H -1.2625 -0.3228 -8.2907
H -7.8211 2.1238 2.7001
C 4.3470 0.1870 4.7307
H 4.1745 0.9126 0.9982
H -0.5818 -1.4539 -4.3787
H 4.5815 -1.6366 -1.3294
H 2.9366 -1.0133 9.3929
N 4.0310 -0.0999 3.3767
O -2.1546 1.4074 -7.5469
C 0.6271 4.1571 -5.4261
H -5.9403 -0.6094 2.3272
H 4.6549 3.6119 2.7987
C 4.5730 0.3234 11.2756
H 2.2706 -0.6983 11.0163
C 0.2478 -1.8247 -3.7767
H -0.0162 -3.7750 -8.2059
H 7.8800 1.0148 8.2367
O -1.4500 2.2262 2.8126
C -6.6505 0.6487 3.9833
H 0.3249 3.1141 0.9424
C -2.1418 -5.0169 -6.7502
H 0.8320 2.3181 -6.5753
H 5.2508 1.4355 -3.9361
C 2.0569 -2.3088 6.3270
H -0.3616 -6.3202 -4.9934
H 6.1357 -0.4095 2.7611
H 0.4023 2.6197 -3.9539
H 1.2400 -1.8104 5.8052
O 5.3183 -0.8231 -4.8233
H -3.5999 -8.7163 0.8913
H -4.1416 -7.5135 -3.1218
H -2.6552 2.1435 4.5570
O -3.1324 -5.9238 -2.2617
H -2.8950 4.7071 1.4524
H -0.3568 3.9782 -3.4132
H 1.4877 -0.0254 -2.0798
C 2.6459 -0.2384 10.1021
H 0.1811 1.7798 -12.2505
O 3.2069 -1.6199 5.7858
C -2.0597 1.5464 3.8664
H 3.4109 3.8021 1.5077
C 0.5128 3.7026 -4.0098
H -4.2642 -6.9890 -0.2049
H -1.5222 1.8176 -5.6157
H 1.0844 -1.5246 -4.4077
H -1.1460 2.8122 0.1783
C -0.2218 0.3608 -0.7605
H -0.4832 -5.9993 -7.4745
H 1.8769 4.8959 2.7557
C -5.5495 5.7528 1.6115
C 5.2364 0.1884 2.6135
*
```

Results
Structure (SMILES)   COCCNCCOC.COCCNCCOC.COCCNCCOC.COCCNCCOC.COCCNCCOC.CC(C)O.CC(C)O.CC(C)O.CC(C)O.CC(C)O.CC(C)O.CC(C)O
HOMO-LUMO gap   8.92 eV
HOMO energy   -8.53 eV

---

Calculated relative energies: #a 0.0; #b 283.5, given in kJ/mol